No. 1
{
  "formula": "C16H22F6N3O12PTi",
  "method": "ωB97M-V with the def2-TZVPD basis set",
  "total_charge": 1,
  "homo_ev": [-11.68, -12.80],
  "gap_ev": [6.1, 7.3],
  "s_squared": 0.762,
  "relative_energy_kj_mol": 257.69,
  "multiplicity": 2,
  "species": ["Ti", "C", "C", "O", "C", "C", "O", "C", "C", "O", "C", "C", "O", "C", "C", "O", "H", "H", "H", "H", "H", "H", "H", "H", "H", "H", "H", "H", "H", "H", "H", "H", "H", "H", "H", "H", "O", "N", "O", "C", "C", "C", "C", "O", "C", "C", "N", "O", "O", "N", "O", "O", "H", "H", "F", "P", "F", "F", "F", "F", "F"],
  "positions_angstrom": [[0.28740, 0.47620, -0.80630], [-2.96870, -1.12520, -0.27560], [-2.80730, 0.32170, 0.20080], [-1.92140, 1.06190, -0.67080], [-2.04270, 2.45960, -0.34070], [-0.81900, 3.25990, -0.80540], [0.33000, 2.42950, -0.64450], [1.59110, 3.09870, -0.74440], [2.72280, 2.03900, -0.75410], [2.17910, 0.80620, -0.28190], [2.96120, -0.35930, -0.48740], [2.32110, -1.40520, 0.42810], [0.92760, -1.41400, 0.12540], [0.10780, -2.11530, 1.06600], [-1.15210, -2.65850, 0.36360], [-1.72140, -1.72280, -0.53070], [-3.52150, -1.13990, -1.22530], [-3.53590, -1.68140, 0.47870], [-2.39990, 0.34090, 1.22110], [-3.79280, 0.80280, 0.19690], [-2.13690, 2.55050, 0.74830], [-2.95210, 2.85380, -0.81610], [-0.71810, 4.14500, -0.16760], [-0.90720, 3.56950, -1.85790], [1.68830, 3.77300, 0.11640], [1.61650, 3.67970, -1.67410], [3.53780, 2.35590, -0.09020], [3.11030, 1.88650, -1.77020], [4.00810, -0.17820, -0.20950], [2.89380, -0.66290, -1.54600], [2.47530, -1.10510, 1.47200], [2.76070, -2.39510, 0.25210], [-0.17850, -1.44670, 1.88930], [0.66010, -2.96570, 1.47680], [-1.86850, -2.97480, 1.12610], [-0.87360, -3.51800, -0.26310], [-3.85760, -0.79670, -6.96360], [-3.20480, 0.12020, -6.52220], [-3.20790, 1.26360, -6.91890], [-2.33400, -0.16490, -5.40050], [-1.53870, 0.85850, -4.87540], [-0.74100, 0.57010, -3.78310], [-0.74100, -0.71230, -3.13700], [-0.11660, -0.82890, -2.02750], [-1.50710, -1.73410, -3.77260], [-2.28650, -1.45900, -4.89010], [-1.48710, -3.02170, -3.16660], [-2.37920, -3.79520, -3.47470], [-0.54840, -3.25280, -2.40390], [0.15270, 1.45310, -3.24350], [0.05460, 2.68520, -3.42140], [1.14150, 0.97690, -2.53040], [-1.50870, 1.84120, -5.32280], [-2.87930, -2.23680, -5.35350], [-0.04350, 0.68850, 1.07190], [0.45630, 1.55180, 2.64660], [-0.97640, 1.04360, 3.12860], [-0.23090, 2.83800, 1.97560], [0.85870, 2.26450, 3.96080], [1.11220, 0.13350, 2.99060], [1.79840, 1.92890, 1.85140]],
  "forces_ev_per_angstrom": [[-1.2, -1.4, 1.3], [0.0, 0.4, 0.0], [-0.3, -0.8, 0.3], [0.3, 0.1, -0.2], [0.0, 0.5, 0.3], [-0.9, 0.3, -0.1], [0.0, 1.4, -0.2], [0.8, 0.4, 0.1], [0.4, 0.7, -0.2], [0.8, 0.5, -0.1], [0.3, -1.1, 0.1], [0.6, 0.2, 0.2], [0.3, -0.3, -0.1], [-1.0, -0.2, 0.3], [0.6, -0.3, -0.2], [-0.4, 0.3, 0.5], [0.0, 0.0, 0.2], [-0.1, 0.1, -0.1], [0.0, 0.1, -0.2], [0.2, 0.0, 0.0], [0.0, -0.1, -0.3], [0.2, 0.0, 0.1], [0.0, -0.2, -0.1], [0.1, -0.1, 0.5], [-0.1, -0.3, -0.2], [0.0, -0.2, 0.2], [-0.2, -0.2, -0.1], [-0.1, 0.1, 0.3], [-0.3, 0.0, -0.1], [0.2, 0.1, 0.3], [-0.1, -0.1, -0.2], [-0.1, 0.2, 0.0], [0.3, -0.1, -0.3], [0.0, 0.1, -0.1], [0.0, 0.0, 0.0], [-0.1, 0.2, 0.4], [-0.1, 0.0, -0.1], [-0.1, 0.1, -0.3], [-0.1, 0.2, -0.2], [1.1, 0.3, 1.0], [-0.5, -0.3, -0.4], [-0.8, -2.0, -0.3], [-0.1, 0.1, -0.5], [-1.1, -1.9, -1.9], [0.3, 1.7, -0.1], [0.2, -0.1, 0.5], [0.5, -1.4, 0.4], [0.4, 0.2, 0.4], [-1.0, -0.5, -1.1], [1.6, 3.1, 0.7], [0.5, -2.5, -0.3], [-0.3, 2.1, -2.6], [-0.1, 0.0, -0.1], [0.0, 0.0, 0.1], [-0.4, 0.2, 1.3], [0.0, -0.3, -0.6], [0.3, 0.1, 0.2], [-0.1, 0.1, 0.3], [0.0, -0.1, 0.2], [-0.2, 0.3, 0.4], [0.0, 0.3, 0.5]],
  "mulliken_charge": [-1.61, -1.00, -0.58, -0.08, -0.95, -0.97, 1.46, -0.85, -0.99, 0.08, -0.41, -1.02, 0.33, -0.50, -0.92, 0.06, 0.30, 0.55, 0.17, 0.64, 0.59, 0.47, 0.48, 0.45, 0.55, 0.43, 0.43, 0.46, 0.52, 0.25, 0.39, 0.50, 0.06, 0.65, 0.53, 0.32, -0.60, 1.05, -0.61, -0.75, -0.59, 0.08, 2.02, 0.06, -1.21, -0.46, 1.25, -0.64, -0.64, 1.26, -0.67, -0.62, 0.70, 0.67, 0.25, 1.24, -0.36, -0.37, -0.26, -0.37, -0.22]
}

***

No. 2
{
  "formula": "C20H23NO4",
  "method": "ωB97M-V with the def2-TZVPD basis set",
  "homo_ev": -8.57,
  "gap_ev": 9.1,
  "relative_energy_kj_mol": 37.71,
  "species": ["C", "H", "H", "H", "C", "C", "H", "H", "H", "H", "O", "C", "C", "C", "C", "C", "C", "H", "H", "C", "N", "C", "O", "C", "C", "C", "C", "C", "C", "C", "H", "H", "H", "H", "H", "H", "H", "H", "H", "C", "H", "C", "O", "O", "H", "H", "H", "H"],
  "positions_angstrom": [[-6.10202, -0.55456, 0.42666], [-6.43673, -0.11565, 1.36359], [-6.95318, -1.00302, -0.07811], [-5.37687, -1.33274, 0.65235], [-5.48375, 0.52970, -0.45574], [-6.47156, 1.66483, -0.70581], [-7.35977, 1.28372, -1.20106], [-6.01433, 2.42675, -1.33139], [-6.75605, 2.11874, 0.23961], [-5.17951, 0.10155, -1.42162], [-4.35630, 1.12073, 0.18083], [-3.16577, 0.47598, 0.21443], [-2.15680, 1.11820, 0.93465], [-0.89382, 0.57284, 1.02728], [-0.58750, -0.62575, 0.39288], [-1.59881, -1.27474, -0.30451], [-2.87005, -0.73890, -0.39830], [-3.61663, -1.28417, -0.95298], [-1.40149, -2.22433, -0.77841], [0.77412, -1.27377, 0.48432], [1.78672, -0.36679, 0.99214], [2.95691, -0.83823, 1.45571], [3.19640, -2.03264, 1.54673], [3.95829, 0.23963, 1.83465], [4.33419, 0.99403, 0.58744], [3.80232, 2.24884, 0.31915], [4.11808, 2.90863, -0.85642], [4.96206, 2.31644, -1.77961], [5.49301, 1.06330, -1.52154], [5.17976, 0.40564, -0.34598], [5.59113, -0.57289, -0.14467], [6.15233, 0.59693, -2.23821], [5.20727, 2.83045, -2.69667], [3.70338, 3.88681, -1.05008], [3.14990, 2.72353, 1.04006], [3.51157, 0.90762, 2.57257], [4.82976, -0.24831, 2.27193], [1.70575, 0.61080, 0.75900], [0.70595, -2.08598, 1.22475], [1.23502, -1.87722, -0.86776], [0.62070, -1.51513, -1.69144], [1.18401, -3.40298, -0.83432], [0.49339, -4.04403, -1.57878], [1.94951, -3.96923, 0.08579], [2.45622, -3.32073, 0.64152], [2.27054, -1.58338, -1.05871], [-0.15453, 1.08869, 1.62176], [-2.39281, 2.05081, 1.42232]],
  "forces_ev_per_angstrom": [[0.3, 0.2, -0.2], [-0.1, 0.0, 0.1], [-0.1, -0.1, 0.0], [0.0, -0.1, 0.0], [-0.5, -0.2, -0.1], [0.4, -0.2, 0.0], [-0.1, 0.0, 0.0], [0.0, 0.1, -0.1], [-0.1, 0.0, 0.1], [0.0, 0.1, 0.1], [0.0, 0.2, 0.0], [0.4, 0.0, 0.2], [-0.3, 0.0, -0.1], [0.0, -0.1, -0.1], [0.0, 0.0, 0.0], [0.2, 0.1, 0.1], [-0.3, 0.1, 0.0], [-0.1, 0.0, 0.0], [0.0, -0.1, -0.1], [0.2, -0.3, 0.0], [-0.4, 0.1, 0.1], [-0.1, 0.6, 0.1], [0.2, -0.4, 0.0], [0.1, -0.2, 0.0], [0.1, 0.2, 0.0], [0.1, 0.0, 0.1], [0.0, 0.1, -0.1], [0.0, 0.1, -0.1], [0.0, 0.0, 0.0], [0.0, 0.0, 0.0], [0.1, -0.1, 0.0], [0.1, 0.0, -0.1], [0.0, 0.0, -0.1], [0.0, 0.1, 0.0], [0.0, 0.0, 0.1], [0.0, 0.0, 0.0], [-0.1, 0.0, 0.0], [0.1, 0.0, 0.0], [0.0, 0.2, -0.2], [0.0, -0.3, 0.0], [0.1, -0.1, 0.1], [-0.1, 0.7, -0.3], [-0.1, -0.2, -0.1], [0.4, -0.4, 0.4], [-0.3, 0.0, -0.3], [0.0, 0.0, 0.0], [0.1, 0.1, 0.1], [0.0, 0.1, 0.1]],
  "mulliken_charge": [-1.29, 0.34, 0.38, 0.39, 0.51, -1.53, 0.42, 0.37, 0.34, 0.28, -0.43, 0.76, -0.91, -0.38, -0.21, -1.17, -0.24, 0.41, 0.43, 0.35, -0.02, 0.56, -0.75, -1.25, 0.55, -0.21, -0.63, -0.43, -0.66, -0.31, 0.43, 0.39, 0.39, 0.38, 0.40, 0.40, 0.36, 0.33, 0.57, -1.02, 0.48, 0.63, -0.60, -0.54, 0.51, 0.26, 0.56, 0.41]
}

***

No. 3
{
  "formula": "C4H10N2O",
  "method": "ωB97M-V with the def2-TZVPD basis set",
  "homo_ev": -9.07,
  "gap_ev": 9.9,
  "relative_energy_kj_mol": 401.89,
  "species": ["C", "C", "C", "C", "N", "O", "N", "H", "H", "H", "H", "H", "H", "H", "H", "H", "H"],
  "positions_angstrom": [[1.22836, 0.76377, -0.25288], [-1.81960, -1.01974, 1.66234], [0.60787, 1.71131, -1.27651], [-0.59870, -0.62649, 0.39573], [1.98763, -0.26832, -0.92059], [-0.88179, -1.44800, -0.57270], [0.16209, 0.29708, 0.67821], [-1.64429, -1.70623, 0.34477], [1.92006, 1.32019, 0.38247], [2.42986, -0.88857, -0.25239], [1.39325, -0.83117, -1.51983], [-2.42676, -1.93907, 1.72043], [-2.49434, -0.16956, 1.62678], [-1.23201, -1.01400, 2.57432], [-0.07435, 1.16364, -1.92914], [1.39415, 2.15503, -1.88543], [0.04856, 2.50013, -0.77559]],
  "forces_ev_per_angstrom": [[-0.3, 0.1, 0.0], [1.3, 1.4, 0.0], [0.1, -0.1, 0.1], [-1.4, 0.3, 2.5], [0.0, -0.1, 0.0], [-1.7, -1.2, 1.2], [0.6, 0.2, -0.2], [1.4, -0.5, -3.1], [0.0, 0.0, -0.1], [0.0, 0.0, 0.0], [0.0, 0.0, 0.0], [0.2, -0.1, -0.6], [-0.1, 0.0, 0.1], [0.0, 0.1, 0.0], [0.0, 0.0, 0.0], [0.0, 0.0, 0.0], [0.0, 0.0, 0.0]],
  "mulliken_charge": [0.14, -1.16, -1.26, 0.64, -0.66, -0.60, -0.47, 0.45, 0.36, 0.26, 0.30, 0.40, 0.29, 0.33, 0.28, 0.36, 0.34]
}